Below is a structure of composition C21H19CsN4O4, with properties calculated with ωB97M-V/def2-TZVPD.

Properties
* HOMO: -1.613 eV
* HOMO-LUMO gap: 5.9 eV
* relative energy (zero: lowest compared OMol25 entry of this formula, charge and spin): 0.0 kJ/mol

Geometry as ORCA input:
```
! wB97M-V def2-TZVPD RIJCOSX def2/J DEFGRID3
* xyz -2 1
Cs 0.011 -0.325 -0.145
O -2.664 -0.471 -0.726
C -3.850 -0.314 -0.345
C -4.888 -1.266 -0.676
C -6.199 -1.093 -0.313
C -6.620 0.032 0.426
C -5.650 0.953 0.780
C -4.301 0.820 0.438
C -3.396 1.884 0.892
N -2.131 1.925 0.776
C -1.460 3.116 1.267
C -0.643 3.792 0.164
N 0.589 3.064 -0.091
C 1.661 3.744 -0.122
C 3.023 3.248 -0.337
C 4.043 4.203 -0.311
C 5.378 3.889 -0.484
C 5.697 2.529 -0.682
C 4.732 1.554 -0.707
C 3.324 1.845 -0.546
O 2.450 0.947 -0.584
H -4.572 -2.134 -1.245
H -6.929 -1.841 -0.610
H -7.656 0.168 0.707
H -5.937 1.830 1.358
H -3.911 2.730 1.385
H -0.757 2.818 2.052
H -2.164 3.844 1.705
H -0.451 4.844 0.433
H -1.257 3.789 -0.743
H 1.604 4.837 0.032
H 3.752 5.238 -0.142
H 6.143 4.655 -0.461
H 6.736 2.242 -0.818
H 4.988 0.510 -0.852
C 1.892 -6.166 -1.568
N 1.616 -5.159 -0.569
C 1.783 -5.404 0.764
C 1.515 -4.471 1.686
C 1.018 -3.160 1.236
O 0.742 -2.281 2.070
N 0.867 -2.947 -0.101
C 1.150 -3.896 -1.020
O 1.033 -3.769 -2.242
H 2.266 -7.059 -1.065
H 2.635 -5.816 -2.284
H 0.996 -6.422 -2.136
H 2.144 -6.394 1.016
H 1.647 -4.661 2.741
*
```

Results of the Löwdin charge analysis, in e, for atoms 1 through 6: number 1, Cs, carries 1.281; number 2, O, carries -0.276; number 3, C, carries -0.429; number 4, C, carries -0.044; number 5, C, carries -0.150; number 6, C, carries -0.165


Below is an isolated molecule of C3H7NO2, with properties calculated with ωB97M-V/def2-TZVPD.

Properties
* HOMO: -9.976 eV
* SMILES: CC(=O)NCO
* HOMO-LUMO gap: 10.8 eV
* relative energy (zero: lowest compared OMol25 entry of this formula, charge and spin): 92.5 kJ/mol

Geometry as ORCA input:
```
! wB97M-V def2-TZVPD RIJCOSX def2/J DEFGRID3
* xyz 0 1
O -1.842 -0.151 1.461
C -0.758 0.010 0.949
N -0.413 -0.717 -0.190
C 0.141 -0.110 -1.369
O 0.841 -1.066 -2.156
C 0.321 0.902 1.502
H -1.167 -1.349 -0.433
H 0.845 0.664 -1.094
H -0.646 0.337 -1.981
H 0.923 -1.841 -1.588
H 0.245 0.940 2.579
H 0.238 1.908 1.096
H 1.272 0.474 1.223
*
```

Results of the Löwdin charge analysis, in e, for atoms 1 through 6: number 1, O, carries 0.075; number 2, C, carries -0.522; number 3, N, carries 0.047; number 4, C, carries -0.271; number 5, O, carries -0.046; number 6, C, carries -0.002


Below is a cluster of 2 separate species, C8H9N3O in total, with properties calculated with ωB97M-V/def2-TZVPD.

Properties
* HOMO: -8.428 eV
* HOMO-LUMO gap: 8.2 eV
* relative energy (zero: lowest compared OMol25 entry of this formula, charge and spin): 491.8 kJ/mol

Geometry as ORCA input:
```
! wB97M-V def2-TZVPD RIJCOSX def2/J DEFGRID3
* xyz 0 1
C 2.952 -0.683 0.100
C 1.646 -0.214 -0.064
C 0.071 -0.085 -1.487
C -1.878 0.298 -2.465
C -1.978 0.237 -0.165
C -0.685 -0.299 -0.301
C 0.545 -0.287 0.607
C 0.465 -0.411 1.984
H 2.977 -1.747 -0.365
H 3.205 -0.704 1.003
H 3.675 -0.150 -0.561
H -2.516 0.555 -3.434
H -2.110 1.872 1.535
H -3.599 1.230 0.526
H 1.653 -0.663 2.205
H 0.484 0.575 2.574
H -0.395 -0.942 2.625
N -0.545 0.390 -2.647
N -2.628 0.323 -1.296
N -2.679 0.671 0.955
O 1.343 0.033 -1.329
*
```

Results of the Löwdin charge analysis, in e, for atoms 1 through 6: number 1, C, carries 0.014; number 2, C, carries -0.354; number 3, C, carries -0.281; number 4, C, carries -0.187; number 5, C, carries -0.455; number 6, C, carries 0.023


Below is a cluster of 2 separate species, CH4N2O2S in total, with properties calculated with ωB97M-V/def2-TZVPD.

Properties
* HOMO (alpha / beta): -8.222 / -8.218 eV
* HOMO-LUMO gap (alpha / beta): 7.7 / 7.7 eV
* relative energy (zero: lowest compared OMol25 entry of this formula, charge and spin): 234.4 kJ/mol

Geometry as ORCA input:
```
! wB97M-V def2-TZVPD RIJCOSX def2/J DEFGRID3
* xyz 0 1
C 1.197 -1.277 -0.941
N 2.261 -0.833 -0.399
N 0.059 -1.447 -0.436
O -1.326 2.227 0.943
O -2.111 -0.219 -0.157
S -1.428 -1.487 0.124
H -2.082 2.839 0.788
H 3.064 -0.866 -0.916
H 2.230 -0.509 0.554
H -1.863 1.571 0.440
*
```

Results of the Löwdin charge analysis, in e, for atoms 1 through 6: number 1, C, carries -0.251; number 2, N, carries 0.121; number 3, N, carries -0.286; number 4, O, carries -0.115; number 5, O, carries -0.592; number 6, S, carries 0.904


Below is the ion C19H31N2O3 with charge +1, with properties calculated with ωB97M-V/def2-TZVPD.

Properties
* HOMO: -10.880 eV
* SMILES: COc1ccc(CC[NH2+]CC(=O)N2[C@H](C)CCC[C@@H]2C)cc1OC
* HOMO-LUMO gap: 8.4 eV
* relative energy (zero: lowest compared OMol25 entry of this formula, charge and spin): 1.8 kJ/mol

Geometry as ORCA input:
```
! wB97M-V def2-TZVPD RIJCOSX def2/J DEFGRID3
* xyz 1 1
C -2.511 -3.023 1.657
H -2.876 -4.006 1.364
H -1.453 -3.099 1.927
O -2.702 -2.203 0.526
C -2.449 -0.867 0.626
C -1.824 -0.285 1.722
C -1.536 1.070 1.764
C -1.895 1.893 0.712
C -2.541 1.325 -0.378
C -2.821 -0.036 -0.454
O -3.404 -0.417 -1.619
C -4.103 -1.643 -1.725
H -4.837 -1.754 -0.925
H -3.424 -2.497 -1.719
H -4.618 -1.590 -2.684
H -2.882 1.931 -1.204
C -1.646 3.379 0.771
H -2.608 3.894 0.810
H -1.109 3.617 1.691
C -0.876 3.944 -0.421
N 0.513 3.432 -0.465
H 1.130 4.124 -0.891
C 0.741 2.093 -1.030
H -0.210 1.614 -1.267
H 1.364 2.137 -1.923
C 1.444 1.324 0.118
O 1.553 1.979 1.165
N 1.886 0.097 -0.056
C 1.743 -0.631 -1.317
C 0.385 -1.321 -1.437
H 0.318 -1.800 -2.410
H -0.437 -0.617 -1.345
H 0.264 -2.082 -0.675
C 2.896 -1.628 -1.481
C 4.160 -1.054 -0.857
C 3.992 -1.006 0.660
H 4.160 -2.001 1.070
C 2.580 -0.541 1.071
C 1.738 -1.666 1.666
H 1.717 -2.543 1.026
H 2.164 -1.956 2.623
H 0.721 -1.317 1.834
H 2.665 0.240 1.832
H 4.742 -0.343 1.089
H 5.023 -1.669 -1.110
H 4.340 -0.052 -1.254
H 2.656 -2.578 -1.003
H 3.039 -1.822 -2.543
H 1.829 0.105 -2.125
H 0.894 3.202 0.566
H -0.831 5.030 -0.329
H -1.377 3.700 -1.360
H -1.042 1.476 2.632
H -1.558 -0.894 2.570
H -3.085 -2.665 2.515
*
```

Results of the Löwdin charge analysis, in e, for atoms 1 through 6: number 1, C, carries -0.059; number 2, H, carries 0.102; number 3, H, carries 0.090; number 4, O, carries -0.106; number 5, C, carries -0.208; number 6, C, carries -0.013


Below is a cluster of 7 separate species, C34H73F9IN4O12S2 in total, with properties calculated with ωB97M-V/def2-TZVPD.

Properties
* HOMO: -11.354 eV
* HOMO-LUMO gap: 7.5 eV

Geometry as ORCA input:
```
! wB97M-V def2-TZVPD RIJCOSX def2/J DEFGRID3
* xyz 1 1
C 3.388 0.146 3.468
C 1.972 -0.064 2.897
C 1.987 -1.131 1.752
N 0.884 -0.995 0.809
C 1.112 -1.259 -0.581
C 1.674 -2.722 -0.712
C 1.907 -3.166 -2.204
C 1.081 -3.876 0.137
C -0.346 -3.839 0.746
O 2.237 -0.514 -1.129
C 2.053 0.898 -1.225
C 2.842 1.271 -2.528
C 2.865 1.537 -0.018
C 3.775 2.746 -0.357
C 4.129 3.477 0.988
I 4.264 5.610 0.684
C 0.597 1.436 -1.140
C 0.418 2.914 -1.592
O 0.997 3.811 -0.649
N -0.050 4.229 0.235
O 0.023 3.697 1.265
N -0.513 0.494 -1.644
C -1.685 0.722 -0.705
C -3.114 0.435 -1.237
C -4.089 0.168 -0.045
F -5.258 -0.120 -0.639
F -3.667 -0.988 0.516
C -4.179 1.344 0.947
F -3.082 1.434 1.692
F -4.196 2.477 0.232
S -5.663 1.388 2.109
F -5.464 2.980 2.252
F -4.681 1.243 3.369
F -5.868 -0.178 2.046
F -6.673 1.679 0.926
F -6.872 1.464 3.127
S -0.933 0.748 -3.358
C -1.924 2.221 -3.736
O 0.237 0.841 -4.172
O -1.686 -0.357 -3.876
C -0.073 -0.968 -1.545
O -1.168 -1.826 -1.297
C -1.300 -2.824 -2.115
N -1.391 -3.651 -2.849
H 3.401 0.597 4.471
H 4.074 0.673 2.783
H 3.824 -0.864 3.602
H 1.374 -0.515 3.710
H 1.441 0.861 2.615
H 1.866 -2.101 2.278
H 2.988 -1.196 1.293
H 0.229 -0.266 1.048
H 2.724 -2.626 -0.388
H 2.867 -3.695 -2.280
H 1.988 -2.309 -2.895
H 1.157 -3.904 -2.530
H 1.138 -4.792 -0.479
H 1.774 -4.096 0.967
H -0.804 -2.859 0.917
H -0.327 -4.358 1.719
H -1.047 -4.422 0.121
H 2.646 2.283 -2.894
H 2.563 0.491 -3.259
H 3.918 1.089 -2.394
H 2.217 1.823 0.827
H 3.525 0.744 0.369
H 3.379 3.460 -1.087
H 4.737 2.378 -0.745
H 3.427 3.248 1.800
H 5.120 3.119 1.300
H 0.402 1.505 -0.054
H 0.741 3.118 -2.621
H -0.663 3.182 -1.559
H -1.584 0.114 0.210
H -1.716 1.760 -0.337
H -3.207 -0.482 -1.836
H -3.583 1.276 -1.769
H -1.281 2.951 -4.253
H -2.729 1.962 -4.439
H -2.362 2.731 -2.866
H 0.314 -1.194 -2.558
C -2.825 -0.703 5.402
C -1.596 -0.299 6.193
O -0.694 0.446 5.374
H -2.540 -1.305 4.536
H -3.517 -1.280 6.018
H -3.346 0.178 5.023
H -1.065 -1.180 6.552
H -1.874 0.311 7.057
H -1.162 1.231 5.068
C -7.923 -2.139 -1.933
C -8.035 -3.402 -1.101
O -6.781 -3.724 -0.503
H -7.170 -2.262 -2.714
H -8.877 -1.890 -2.400
H -7.607 -1.296 -1.312
H -8.328 -4.246 -1.725
H -8.782 -3.282 -0.311
H -6.527 -2.982 0.057
C 5.286 3.722 7.207
C 4.266 2.749 6.648
O 4.830 1.445 6.515
H 6.161 3.772 6.558
H 4.861 4.723 7.302
H 5.633 3.396 8.190
H 3.937 3.067 5.658
H 3.389 2.690 7.300
H 5.111 1.159 7.392
C -2.273 -4.140 -7.091
C -2.468 -5.388 -6.250
O -1.261 -5.741 -5.584
H -1.485 -4.297 -7.830
H -3.194 -3.870 -7.612
H -1.964 -3.298 -6.465
H -2.755 -6.231 -6.878
H -3.252 -5.232 -5.502
H -1.015 -4.999 -5.020
C 5.088 -7.052 -0.984
C 4.003 -6.077 -1.396
O 4.039 -4.904 -0.578
H 4.968 -7.336 0.062
H 5.058 -7.952 -1.600
H 6.075 -6.594 -1.082
H 3.018 -6.529 -1.277
H 4.124 -5.782 -2.443
H 4.908 -4.499 -0.690
C 2.065 9.471 -1.295
C 1.027 8.483 -1.789
O 1.599 7.185 -1.945
H 2.902 9.526 -1.993
H 1.635 10.468 -1.183
H 2.472 9.155 -0.331
H 0.639 8.789 -2.760
H 0.189 8.418 -1.087
H 1.934 6.909 -1.083
*
```

Results of the Löwdin charge analysis, in e, for atoms 1 through 6: number 1, C, carries -0.087; number 2, C, carries -0.223; number 3, C, carries -0.188; number 4, N, carries 0.056; number 5, C, carries -0.347; number 6, C, carries -0.232


Copy entry 2 word for word.
Below is an isolated molecule of C3H7NO2, with properties calculated with ωB97M-V/def2-TZVPD.

Properties
* HOMO: -9.976 eV
* SMILES: CC(=O)NCO
* HOMO-LUMO gap: 10.8 eV
* relative energy (zero: lowest compared OMol25 entry of this formula, charge and spin): 92.5 kJ/mol

Geometry as ORCA input:
```
! wB97M-V def2-TZVPD RIJCOSX def2/J DEFGRID3
* xyz 0 1
O -1.842 -0.151 1.461
C -0.758 0.010 0.949
N -0.413 -0.717 -0.190
C 0.141 -0.110 -1.369
O 0.841 -1.066 -2.156
C 0.321 0.902 1.502
H -1.167 -1.349 -0.433
H 0.845 0.664 -1.094
H -0.646 0.337 -1.981
H 0.923 -1.841 -1.588
H 0.245 0.940 2.579
H 0.238 1.908 1.096
H 1.272 0.474 1.223
*
```

Results of the Löwdin charge analysis, in e, for atoms 1 through 6: number 1, O, carries 0.075; number 2, C, carries -0.522; number 3, N, carries 0.047; number 4, C, carries -0.271; number 5, O, carries -0.046; number 6, C, carries -0.002